DFT (the ωB97M-V functional and the def2-TZVPD basis) results for a single C10H7N5 molecule.

Last column: Mulliken spin population.
Geometry (Å):
C 2.483 -1.251 0.973  -0.033
C 0.148 -0.030 2.100  0.050
C -1.704 1.984 -1.562  -0.060
C -1.162 0.620 -1.343  0.355
C -1.263 2.723 -0.518  0.350
C -0.542 0.661 -0.088  0.261
C 1.265 -1.745 -0.976  0.140
C -0.797 -1.715 0.784  0.143
C 1.588 -0.747 0.019  0.234
C -0.079 -0.428 0.810  0.180
N 3.127 -1.730 1.792  0.107
N 0.387 0.465 3.080  0.048
N 0.446 -2.703 -0.805  0.128
N -0.415 -2.776 0.202  0.053
N -0.497 1.960 0.333  -0.003
H -1.994 2.333 -2.530  -0.001
H -1.400 -0.352 -1.912  0.010
H -1.500 3.695 -0.215  0.015
H 1.787 -1.721 -1.959  0.013
H -1.657 -1.777 1.354  0.013
H 1.798 0.178 -0.623  -0.002
H -0.021 2.357 1.084  -0.001

The value obtained for the electronic energy is -17925.520 eV. Its total charge is 0. The calculation puts the gap between HOMO and LUMO (alpha / beta) at 5.7 / 4.6 eV. As for the expectation value of S²: 2.0261. The value obtained for the maximum force is 0.0810 Eh/bohr. Its multiplicity is 3.